Below is one molecule with the formula C8H7Br2Cl2NO in a non-equilibrium geometry, with properties calculated with ωB97M-V/def2-TZVPD.

Output
Energy above the lowest of the compared OMol25 structures with the same formula, charge and spin, kcal per mole: 55.3
Energy, a.u.: -6507.31453
HOMO-LUMO gap (spin up / spin down), eV: 7.06 / 7.05
Largest force on an atom, eV Å⁻¹: 3.6
HOMO energy (spin up / spin down), eV: -8.3 / -8.3

Geometry (Å):
H 3.106 -0.917 -1.417
C -1.392 1.447 0.230
O 0.836 0.079 -1.380
H -2.181 2.033 0.655
H -2.824 0.131 -0.988
Cl 1.804 -0.049 2.320
C -2.041 0.113 -0.251
Br -2.570 -2.763 -0.404
C 1.420 -0.191 -0.350
C -1.752 -1.044 0.331
N -0.474 -2.057 2.151
Cl -0.924 2.344 -1.274
H -0.599 0.925 2.098
Br 2.513 -2.983 -0.402
H 3.490 -0.711 0.214
C -0.166 1.259 1.182
C 2.699 -0.931 -0.491
H 0.461 -2.172 2.715
C -0.790 -1.297 1.280
C 0.915 0.250 0.913
H 0.191 2.247 1.336

Cartesian forces (eV/Å) of the 2 atoms listed first:
H 0.71 0.71 -3.02
C 0.89 -2.15 -1.63